The molecule C3H5NO3, computed with ωB97M-V with the def2-TZVPD basis set.

Last column: Mulliken charge in e.
Geometry (Å):
C -1.48810 -0.07399 0.72764  -1.0366
C -0.79054 0.83851 -0.03558  0.8365
N 1.72868 0.51110 -0.75204  -0.4688
C 0.13562 -1.33232 0.12632  0.2240
O 0.77689 0.22026 0.27096  -0.1707
O -0.82042 1.59393 -0.94234  -0.4964
O 0.46586 -2.12919 0.92814  -0.4286
H 2.45920 1.02343 -0.26445  0.2605
H 1.25281 1.16827 -1.37678  0.2777
H -1.16463 -0.24181 1.74375  0.3145
H -2.54873 -0.15975 0.52666  0.3189
H -0.00663 -1.41844 -0.95228  0.3690

Forces on the atoms, in the same order (eV/Å):
0.1 -0.2 0.0
0.2 0.0 -0.4
-0.3 -0.1 0.2
0.3 0.2 0.2
-0.2 -0.1 -0.2
0.1 -0.3 0.4
-0.2 0.4 -0.2
-0.1 0.0 0.0
0.0 0.0 0.1
0.1 0.0 0.0
0.0 0.0 0.0
-0.1 0.1 0.0

Values from the calculation:
**Energy above the lowest of the compared OMol25 structures with the same formula, charge and spin**: 523.2 kJ/mol
**2S+1**: 1
**Maximum force**: 0.00975 hartree/bohr
**HOMO level**: -9.10 eV